105
Properties=species:S:1:pos:R:3:forces:R:3 method="wB97M-V/def2-TZVPD" homo_ev=-1.18 e_above_lowest_kj_mol=0.0 charge=-1 fmax_ha_per_bohr=0.05244 orbital_gap_ha=0.126
C 4.86494 -4.50744 -3.12698 0.1 0.2 0.0
C 4.23881 -3.23842 -2.54893 -0.2 0.0 0.0
C 2.75118 -3.10521 -2.89025 -0.1 -0.1 0.1
C 2.03485 -1.97659 -2.13241 -0.1 0.5 -0.4
Sn 1.70547 -0.18438 -3.31795 -0.5 0.2 0.9
C 3.52042 0.38331 -4.35141 -0.3 0.0 0.1
C 4.70202 0.83451 -3.49242 0.0 0.0 -0.1
C 5.94034 1.17183 -4.33283 -0.1 0.0 0.3
C 7.10101 1.67881 -3.47966 0.0 0.0 -0.1
C 0.19246 -0.54352 -4.82529 0.5 0.1 0.2
C -1.09327 -1.22992 -4.34851 -0.1 0.0 0.0
C -1.08291 -2.74478 -4.56969 -0.1 0.1 0.0
C -2.39713 -3.41121 -4.15395 0.2 -0.1 0.0
C 0.91657 1.29693 -1.84235 1.2 -0.3 -1.1
C -0.35182 0.76881 -1.32225 -2.1 0.4 -0.2
C -1.57011 1.36595 -1.47244 1.6 -1.3 -1.8
C -2.87175 0.65344 -1.24368 -0.4 -0.1 0.2
C -1.67598 2.63359 -2.27547 -0.1 0.3 0.1
H 5.87358 -4.64603 -2.73048 0.0 0.0 -0.1
H 4.27721 -5.39287 -2.86593 0.0 0.1 0.0
H 4.93728 -4.45451 -4.21753 -0.1 0.0 0.1
H 4.35237 -3.23983 -1.45773 -0.1 0.0 -0.1
H 4.78531 -2.35824 -2.91578 -0.1 -0.1 0.1
H 2.64533 -2.97456 -3.97968 0.0 -0.1 0.1
H 2.24372 -4.05579 -2.65792 0.2 0.1 -0.1
H 1.02666 -2.28112 -1.82176 0.3 0.0 0.1
H 2.58980 -1.64003 -1.24624 -0.2 -0.3 -0.1
H 3.77742 -0.49769 -4.95437 0.1 0.2 0.0
H 3.19766 1.18019 -5.03453 0.3 -0.1 0.0
H 4.42075 1.72208 -2.90566 0.0 -0.2 -0.1
H 4.96762 0.05140 -2.76460 -0.1 0.2 -0.1
H 6.25106 0.27862 -4.88824 0.0 0.1 0.0
H 5.67114 1.92964 -5.07862 0.0 -0.1 0.0
H 7.97037 1.89692 -4.10579 0.0 0.0 0.1
H 6.82505 2.59849 -2.95271 0.0 -0.1 0.0
H 7.39860 0.93238 -2.73546 0.0 0.1 -0.1
H -0.00889 0.45975 -5.21994 0.0 -0.2 -0.1
H 0.72498 -1.12568 -5.58824 -0.4 0.1 -0.2
H -1.28322 -1.01148 -3.28611 0.0 -0.1 -0.2
H -1.94900 -0.79462 -4.89117 0.1 -0.2 0.1
H -0.89653 -2.94047 -5.63488 0.0 0.0 0.1
H -0.24752 -3.20291 -4.02021 -0.1 0.1 -0.1
H -2.39492 -4.46641 -4.44603 -0.1 0.1 0.1
H -2.54223 -3.36299 -3.06750 0.0 0.0 -0.2
H -3.25457 -2.92794 -4.63766 0.1 -0.1 0.1
H 1.75688 1.29929 -1.13732 -0.4 0.3 -0.1
H 0.87277 2.25242 -2.38251 -0.1 -0.2 0.4
H -0.31820 -0.20920 -0.82960 0.0 0.3 -0.1
H -3.52299 0.67889 -2.13587 0.4 0.1 0.0
H -2.74400 -0.40301 -0.99062 0.1 0.2 0.1
H -3.47028 1.12424 -0.44837 0.2 -0.1 -0.1
H -2.66176 3.09439 -2.14479 0.2 0.0 0.0
H -0.90858 3.36401 -1.99777 -0.2 0.0 0.0
H -1.55342 2.41985 -3.35022 -0.1 0.1 0.1
C -4.60737 -1.44330 7.38568 -0.1 0.0 0.3
C -4.08185 -1.15097 6.01314 0.3 0.3 -0.4
C -2.80194 -1.56551 5.64442 -0.4 0.0 -0.1
C -2.32566 -1.41521 4.34164 -0.3 0.2 0.0
C -0.98555 -2.03518 4.04543 0.5 -0.3 0.2
C -3.11057 -0.74120 3.38341 -0.1 -0.3 -0.2
C -2.67636 -0.64510 1.91566 0.2 0.2 0.1
C -2.90016 -2.00604 1.23835 -0.3 -0.1 0.2
C -1.23452 -0.08878 1.70960 0.4 0.0 0.2
C -1.14431 1.33867 1.34366 0.0 0.8 1.1
C -0.32469 2.22840 2.10880 -0.5 -0.5 -0.2
C -0.93279 3.29780 2.84546 0.7 0.3 -0.2
C -2.42230 3.36751 2.98470 -0.2 0.3 0.1
C -0.13348 4.24170 3.47422 0.3 -0.2 -0.1
C 1.26453 4.13511 3.47971 0.0 0.1 -0.4
C 2.10516 5.15613 4.18776 0.0 0.2 0.1
C 1.85769 3.05417 2.81465 -0.4 -0.1 0.3
C 1.09767 2.06514 2.20019 -0.4 0.6 0.7
C 1.77887 0.88018 1.60404 0.3 -0.2 -0.2
C -4.38621 -0.27261 3.76387 0.4 -0.1 0.0
C -5.30416 0.41094 2.78170 -0.3 0.3 -0.1
C -4.84912 -0.47245 5.06394 0.2 -0.2 0.2
H -5.60873 -1.02051 7.50621 0.1 0.0 0.1
H -4.67566 -2.52542 7.55766 0.0 0.2 0.0
H -3.95375 -1.03577 8.16751 -0.1 0.0 -0.1
H -2.16338 -2.06609 6.37706 -0.2 0.0 -0.1
H -0.87654 -2.38831 3.01457 0.0 0.3 0.3
H -0.15861 -1.34159 4.26571 -0.2 -0.1 -0.2
H -0.83461 -2.89957 4.70681 -0.1 0.1 -0.1
H -3.34520 0.07624 1.43748 0.2 -0.2 0.0
H -3.96792 -2.26509 1.27429 0.2 -0.1 0.0
H -2.59018 -2.00765 0.18668 0.1 0.0 0.2
H -2.34692 -2.78870 1.77015 -0.2 0.0 -0.3
H -0.67357 -0.19007 2.64771 -0.1 -0.1 -0.4
H -0.70033 -0.72898 0.98243 -0.1 -0.8 -0.1
H -1.97345 1.78575 0.80062 -0.1 0.0 0.6
H -2.68445 4.03313 3.81554 0.0 0.1 -0.1
H -2.90037 3.76767 2.07965 -0.1 -0.2 0.1
H -2.85901 2.38069 3.20020 0.2 0.1 -0.2
H -0.60948 5.08977 3.97115 0.1 -0.2 0.1
H 3.16754 5.00275 3.96225 -0.1 0.1 0.1
H 1.82891 6.17832 3.89198 0.1 -0.1 0.1
H 1.97727 5.08267 5.27779 0.1 0.1 -0.1
H 2.94712 2.97375 2.75449 -0.2 0.0 0.2
H 2.85516 0.93438 1.80897 -0.1 -0.1 0.0
H 1.40808 -0.07555 1.99790 0.1 0.1 -0.1
H 1.64357 0.86395 0.51956 -0.1 -0.2 0.3
H -6.24542 0.65447 3.29178 0.1 -0.1 -0.2
H -4.88787 1.35958 2.40781 0.0 -0.3 0.0
H -5.54461 -0.22500 1.91450 0.1 0.2 0.2
H -5.84505 -0.10720 5.32978 0.2 -0.1 0.0